(one)
A structure of composition C24H42AsN5NaO6Si3Te, computed with wB97M-V/def2-TZVPD.

Each line ends with the Löwdin charge.
Element x y z (Å)
Na (1.336, -0.365, 1.871)  0.142
O (4.174, 0.930, 3.315)  0.012
C (3.316, 1.056, 2.446)  -0.600
O (2.124, 1.511, 2.615)  -0.164
C (3.659, 0.560, 0.963)  -0.603
O (4.812, 0.698, 0.570)  0.021
O (2.679, 0.056, 0.293)  -0.206
N (-0.544, 2.249, 3.310)  0.055
N (-0.633, 1.612, 4.555)  -0.011
C (-0.270, 0.351, 4.820)  -0.372
N (-0.187, 0.012, 6.120)  0.188
N (-0.101, -0.441, 3.751)  0.155
N (0.446, -1.676, 3.923)  -0.403
O (0.566, -2.231, 5.010)  0.045
O (0.819, -2.204, 2.879)  -0.025
H (-1.177, 1.793, 2.664)  0.059
H (0.419, 2.142, 2.960)  0.025
H (-0.756, 2.238, 5.333)  0.137
H (-0.047, 0.756, 6.782)  0.112
H (0.210, -0.897, 6.315)  0.086
Te (0.491, 2.183, -0.403)  1.434
C (-0.643, 3.628, -1.474)  -0.532
C (-0.689, 3.603, -2.867)  -0.147
C (-1.434, 4.541, -3.571)  -0.098
C (-2.150, 5.516, -2.888)  -0.107
C (-2.117, 5.547, -1.500)  -0.101
C (-1.368, 4.609, -0.799)  -0.145
C (2.284, 3.280, -0.489)  -0.498
C (2.382, 4.510, 0.154)  -0.133
C (3.568, 5.228, 0.097)  -0.098
C (4.663, 4.708, -0.580)  -0.096
C (4.572, 3.468, -1.194)  -0.079
C (3.382, 2.753, -1.156)  -0.140
H (-0.132, 2.843, -3.404)  0.093
H (-1.455, 4.509, -4.654)  0.096
H (-2.732, 6.247, -3.436)  0.094
H (-2.672, 6.305, -0.960)  0.095
H (-1.346, 4.636, 0.284)  0.087
H (1.539, 4.898, 0.713)  0.092
H (3.644, 6.182, 0.607)  0.094
H (5.598, 5.255, -0.600)  0.094
H (5.438, 3.032, -1.676)  0.105
H (3.329, 1.762, -1.584)  0.095
C (2.472, -2.883, -1.236)  -0.200
Si (0.806, -3.599, -0.795)  0.273
C (0.933, -4.738, 0.688)  -0.213
C (0.170, -4.641, -2.227)  -0.216
As (-0.616, -1.784, -0.244)  0.855
Si (-1.324, -1.089, -2.385)  0.241
C (-2.394, 0.439, -2.172)  -0.229
C (0.220, -0.738, -3.382)  -0.220
C (-2.367, -2.295, -3.394)  -0.210
Si (-2.510, -2.856, 0.646)  0.246
C (-3.965, -1.670, 0.543)  -0.229
C (-3.019, -4.490, -0.140)  -0.221
C (-2.204, -3.226, 2.460)  -0.222
H (3.257, -3.611, -1.008)  0.034
H (2.691, -1.957, -0.691)  0.010
H (2.528, -2.662, -2.305)  0.024
H (1.652, -5.526, 0.437)  0.031
H (-0.022, -5.220, 0.914)  0.014
H (1.282, -4.230, 1.588)  0.016
H (0.807, -5.528, -2.316)  0.030
H (0.231, -4.098, -3.171)  0.009
H (-0.860, -4.973, -2.087)  0.011
H (-1.996, 1.147, -1.443)  -0.029
H (-3.401, 0.156, -1.857)  0.017
H (-2.481, 0.965, -3.128)  0.033
H (0.938, -0.143, -2.817)  0.008
H (-0.045, -0.196, -4.296)  0.032
H (0.702, -1.674, -3.678)  0.013
H (-3.082, -2.872, -2.810)  0.003
H (-1.747, -2.994, -3.955)  0.015
H (-2.937, -1.704, -4.120)  0.029
H (-4.436, -1.689, -0.443)  0.020
H (-3.661, -0.642, 0.751)  0.024
H (-4.723, -1.957, 1.280)  0.027
H (-3.165, -4.441, -1.217)  0.004
H (-3.965, -4.804, 0.315)  0.029
H (-2.280, -5.268, 0.068)  0.017
H (-2.276, -2.310, 3.055)  0.023
H (-1.229, -3.678, 2.649)  0.011
H (-2.978, -3.915, 2.812)  0.032

Calculated values
HOMO (eV): -4.37
Kohn-Sham gap (Eh): 0.229
Total charge: -1

---

(two)
A structure of composition C24H42AsN5NaO6Si3Te, computed with wB97M-V/def2-TZVPD.

Each line ends with the Löwdin charge.
Element x y z (Å)
Na (0.413, 0.130, -1.277)  0.242
O (-1.374, -2.068, 1.525)  -0.031
C (-0.479, -1.670, 0.773)  -0.658
O (-0.454, -1.783, -0.499)  -0.145
C (0.760, -0.954, 1.413)  -0.667
O (1.184, -1.397, 2.487)  -0.008
O (1.286, 0.010, 0.757)  -0.154
N (-1.721, 0.005, -2.743)  0.040
N (-1.456, -0.865, -3.842)  -0.022
C (-0.149, -1.347, -3.917)  -0.457
N (-0.017, -2.498, -4.663)  0.152
N (0.799, -0.696, -3.359)  0.057
N (2.094, -1.274, -3.420)  -0.275
O (2.796, -0.650, -2.349)  -0.392
O (2.064, -2.587, -2.965)  -0.414
H (-1.783, -0.565, -1.893)  0.049
H (-2.636, 0.402, -2.907)  0.063
H (-2.114, -1.632, -3.889)  0.120
H (-0.843, -3.073, -4.705)  0.088
H (0.803, -3.020, -4.372)  0.071
Te (2.781, -2.106, -0.959)  1.978
C (4.246, -3.529, -1.530)  -0.390
C (4.483, -4.600, -0.680)  -0.123
C (5.465, -5.532, -0.997)  -0.095
C (6.210, -5.384, -2.157)  -0.100
C (5.968, -4.310, -3.007)  -0.085
C (4.984, -3.385, -2.698)  -0.110
C (4.277, -0.902, -0.054)  -0.380
C (4.193, -0.762, 1.328)  -0.107
C (5.179, -0.049, 2.001)  -0.077
C (6.226, 0.530, 1.299)  -0.101
C (6.290, 0.408, -0.084)  -0.097
C (5.316, -0.309, -0.762)  -0.115
H (3.905, -4.712, 0.231)  0.101
H (5.645, -6.370, -0.336)  0.099
H (6.976, -6.109, -2.403)  0.096
H (6.546, -4.200, -3.916)  0.100
H (4.768, -2.566, -3.373)  0.105
H (3.332, -1.141, 1.873)  0.077
H (5.108, 0.074, 3.074)  0.103
H (6.988, 1.091, 1.827)  0.094
H (7.097, 0.876, -0.635)  0.095
H (5.354, -0.397, -1.840)  0.095
C (-4.282, -1.046, 2.336)  -0.218
Si (-3.162, 0.365, 2.829)  0.282
C (-1.781, -0.167, 3.959)  -0.198
C (-4.181, 1.630, 3.791)  -0.216
As (-2.339, 1.229, 0.789)  0.882
Si (-4.259, 1.901, -0.346)  0.238
C (-3.735, 3.072, -1.725)  -0.235
C (-5.005, 0.343, -1.120)  -0.234
C (-5.625, 2.759, 0.621)  -0.226
Si (-1.220, 3.211, 1.312)  0.245
C (-0.473, 3.877, -0.281)  -0.215
C (-2.258, 4.603, 2.044)  -0.218
C (0.155, 2.770, 2.492)  -0.203
H (-4.689, -1.541, 3.222)  0.030
H (-3.689, -1.768, 1.772)  0.017
H (-5.121, -0.694, 1.729)  0.009
H (-2.213, -0.820, 4.726)  0.037
H (-1.335, 0.688, 4.471)  0.018
H (-1.014, -0.737, 3.435)  0.008
H (-4.431, 1.214, 4.772)  0.027
H (-5.113, 1.886, 3.287)  0.001
H (-3.618, 2.551, 3.956)  0.006
H (-2.787, 2.762, -2.171)  0.012
H (-3.610, 4.089, -1.346)  0.019
H (-4.493, 3.101, -2.514)  0.026
H (-5.164, 0.473, -2.195)  0.019
H (-5.974, 0.109, -0.673)  0.021
H (-4.354, -0.520, -0.969)  0.014
H (-5.229, 3.554, 1.256)  0.013
H (-6.146, 2.044, 1.260)  0.014
H (-6.361, 3.196, -0.060)  0.027
H (-1.215, 4.385, -0.898)  0.011
H (-0.027, 3.078, -0.876)  0.019
H (0.317, 4.595, -0.043)  0.031
H (-3.162, 4.785, 1.459)  0.008
H (-1.677, 5.530, 2.062)  0.026
H (-2.555, 4.376, 3.069)  0.011
H (0.786, 1.983, 2.068)  0.021
H (-0.245, 2.400, 3.438)  0.014
H (0.772, 3.647, 2.706)  0.031

Calculated values
HOMO (eV): -4.84
Kohn-Sham gap (Eh): 0.254
Total charge: -1

---

Which of them is least stable? Easy: (two).

---

(one)
A cluster of 5 separate species, C6H24N2O4 in total, computed with wB97M-V/def2-TZVPD.

Each line ends with the natural charge from an NBO analysis.
Element x y z (Å)
C (-0.049, -0.114, 0.491)  -0.231
N (0.672, -0.503, 1.697)  -0.599
C (0.152, -1.867, 2.069)  -0.252
C (0.598, -2.970, 1.158)  -0.649
C (0.309, 1.395, 0.103)  -0.041
N (0.277, 1.586, -1.335)  -0.874
C (0.351, 3.435, 1.473)  -0.602
C (-0.569, 2.331, 0.911)  -0.432
H (-1.145, -0.029, 0.644)  0.152
H (0.140, -0.754, -0.411)  0.189
H (1.607, -0.636, 1.329)  0.332
H (0.538, -2.072, 3.101)  0.204
H (-0.893, -1.796, 2.351)  0.204
H (1.236, -2.523, 0.363)  0.211
H (1.172, -3.768, 1.673)  0.226
H (-0.210, -3.552, 0.715)  0.216
H (1.382, 1.386, 0.509)  0.180
H (-0.562, 1.290, -1.795)  0.363
H (0.606, 2.473, -1.689)  0.376
H (-0.179, 4.259, 2.000)  0.210
H (0.989, 2.991, 2.267)  0.211
H (0.984, 3.830, 0.696)  0.198
H (-1.413, 2.784, 0.438)  0.210
H (-1.073, 1.753, 1.737)  0.201
H (-2.148, -1.148, -0.003)  0.478
H (-3.299, -0.478, -0.713)  0.478
O (-2.930, -1.371, -0.535)  -0.957
H (-0.915, -0.999, -3.838)  0.492
H (-0.196, 0.310, -3.561)  0.460
O (-0.676, -0.155, -4.252)  -0.963
H (-1.635, -2.593, -1.684)  0.483
H (-2.449, -1.805, -2.537)  0.483
O (-1.566, -2.225, -2.572)  -0.959
H (3.738, 1.165, -0.719)  0.476
H (3.183, 0.005, 0.171)  0.458
O (3.971, 0.361, -0.251)  -0.931

Calculated values
SMILES: CCNC[C@@H](N)CC.O.O.O.O
HOMO (eV): -9.60
Kohn-Sham gap (Eh): 0.363

---

(two)
A cluster of 5 separate species, C6H24N2O4 in total, computed with wB97M-V/def2-TZVPD.

Each line ends with the natural charge from an NBO analysis.
Element x y z (Å)
N (2.350, 2.128, 0.447)  -0.781
C (1.650, 0.925, 0.121)  -0.224
C (0.245, 0.764, -0.576)  -0.226
N (-0.435, -0.478, -0.547)  -0.509
C (-1.344, -0.797, 0.498)  -0.359
C (1.159, -2.250, -1.211)  -0.631
C (-0.108, -1.459, -1.549)  -0.019
C (-0.085, -0.910, -3.002)  -0.638
H (2.268, 2.698, -0.255)  0.331
H (1.840, 2.676, 1.075)  0.339
H (1.491, 0.543, 1.264)  0.148
H (2.274, 0.238, -0.518)  0.182
H (0.509, 1.269, -1.595)  0.195
H (-0.339, 1.653, -0.012)  0.174
H (-0.721, -1.001, 1.613)  0.122
H (-2.150, -0.172, 0.784)  0.184
H (-1.568, -1.845, 0.324)  0.228
H (1.094, -2.326, -0.109)  0.214
H (2.123, -1.847, -1.454)  0.203
H (1.068, -3.171, -1.838)  0.214
H (-0.873, -2.333, -1.656)  0.209
H (-0.054, -1.541, -3.886)  0.228
H (0.773, -0.283, -3.207)  0.200
H (-0.989, -0.348, -3.181)  0.213
H (-1.284, 4.071, 0.210)  0.458
H (-1.065, 3.373, 1.406)  0.454
O (-1.777, 3.692, 0.914)  -0.907
H (1.431, -1.354, 2.003)  0.461
H (1.960, -1.429, 3.251)  0.466
O (1.379, -1.983, 2.799)  -0.927
H (-3.472, 1.021, -1.351)  0.452
H (-3.667, 0.368, -0.134)  0.454
O (-4.160, 0.852, -0.825)  -0.906
H (0.193, -0.799, 4.030)  0.498
H (-0.046, 0.043, 2.633)  0.474
O (0.330, 0.015, 3.535)  -0.977

Calculated values
SMILES: CC(C)N(C)CCN.O.O.O.O
HOMO (eV): -8.52
Kohn-Sham gap (Eh): 0.325

---

Which of them is least stable? Easy: (two).

---

(one)
A cluster of 2 separate species, C4H14N in total, computed with wB97M-V/def2-TZVPD.

Each line ends with the natural charge from an NBO analysis.
Element x y z (Å)
C (-4.313, 1.081, 0.592)  -0.438
N (-2.884, 0.723, 0.698)  -0.692
H (-4.939, 0.672, 1.415)  0.255
H (-4.449, 2.121, 0.651)  0.243
H (-4.707, 0.676, -0.437)  0.256
H (-2.262, 1.056, 1.475)  0.455
H (-2.415, 1.278, -0.009)  0.451
H (-2.746, -0.342, 0.683)  0.469
C (2.168, -0.028, 0.585)  -0.629
C (2.962, -1.128, -0.150)  -0.419
C (2.729, -1.052, -1.625)  -0.656
H (1.893, 0.805, -0.132)  0.199
H (2.703, 0.486, 1.418)  0.224
H (1.288, -0.241, 1.177)  0.188
H (2.881, -2.153, 0.346)  0.230
H (4.215, -0.800, -0.086)  0.212
H (1.777, -0.864, -2.050)  0.201
H (3.258, -0.276, -2.291)  0.224
H (2.841, -2.014, -2.259)  0.227

Calculated values
HOMO (eV): -12.95
Kohn-Sham gap (Eh): 0.318
Total charge: +1

---

(two)
A cluster of 2 separate species, C4H14N in total, computed with wB97M-V/def2-TZVPD.

Each line ends with the natural charge from an NBO analysis.
Element x y z (Å)
C (2.988, -0.991, -1.073)  -0.601
C (1.822, -0.089, -0.500)  -0.628
H (3.291, -0.555, -2.029)  0.211
H (2.778, -2.040, -1.193)  0.211
H (3.761, -0.830, -0.345)  0.216
H (1.907, 0.729, -1.205)  0.217
H (0.872, -0.534, -0.794)  0.170
H (1.932, 0.239, 0.526)  0.208
C (-0.934, 0.393, 1.497)  -0.670
C (-1.542, 0.871, 0.193)  -0.210
N (-2.842, 0.030, 0.050)  -0.686
H (0.030, 0.884, 1.629)  0.269
H (-1.513, 0.717, 2.361)  0.236
H (-0.663, -0.667, 1.541)  0.240
H (-1.706, 1.942, 0.152)  0.244
H (-0.945, 0.641, -0.700)  0.235
H (-2.476, -0.783, -0.455)  0.440
H (-3.567, 0.349, -0.596)  0.450
H (-3.193, -0.307, 0.941)  0.448

Calculated values
HOMO (eV): -14.64
Kohn-Sham gap (Eh): 0.398
Total charge: +1

---

(three)
A cluster of 2 separate species, C4H14N in total, computed with wB97M-V/def2-TZVPD.

Each line ends with the natural charge from an NBO analysis.
Element x y z (Å)
C (1.865, -1.116, 0.443)  -0.419
N (1.261, -0.430, -0.740)  -0.500
C (0.663, -1.365, -1.740)  -0.419
H (2.316, -0.365, 1.087)  0.243
H (1.063, -1.618, 0.976)  0.237
H (2.625, -1.812, 0.105)  0.238
H (1.957, 0.159, -1.203)  0.435
H (0.520, 0.204, -0.402)  0.457
H (1.418, -2.079, -2.051)  0.237
H (0.291, -0.789, -2.581)  0.243
H (-0.155, -1.895, -1.261)  0.236
C (-1.228, 1.150, 0.759)  -0.633
C (-2.542, 1.733, 1.267)  -0.598
H (-0.370, 1.564, 1.297)  0.209
H (-1.082, 1.390, -0.303)  0.186
H (-1.226, 0.062, 0.873)  0.189
H (-2.554, 2.814, 1.153)  0.222
H (-3.383, 1.317, 0.716)  0.217
H (-2.673, 1.496, 2.321)  0.221

Calculated values
HOMO (eV): -15.56
Kohn-Sham gap (Eh): 0.449
Total charge: +1

---

Which of them is least stable? Easy: (one).